Entry from OMol25: a cluster of 13 separate species, C39H94F2O17 in total in a non-equilibrium geometry (ωB97M-V/def2-TZVPD).

Results
Molecular weight: 873.16 g/mol
E_tot: -82210.039 eV
Kohn-Sham gap: 9.624 eV
Net charge: 0
Energy above the lowest of the compared OMol25 structures with the same formula, charge and spin: 0.0 kJ/mol

Positions of all 152 atoms, in Å:
1 F -4.993 -2.253 -0.819
2 F -2.335 -4.952 2.075
3 O -1.677 0.646 3.732
4 O 3.359 -1.932 -0.946
5 O -1.021 -3.886 -1.737
6 O -0.108 0.514 -1.413
7 O 2.997 0.601 4.378
8 O -2.274 -1.122 -5.514
9 O -6.881 -1.313 -0.288
10 O 3.542 -4.258 0.562
11 O -2.232 -3.548 0.085
12 O 4.352 3.817 0.475
13 O -2.378 1.822 -1.647
14 O 0.571 2.282 3.967
15 O 1.340 -2.653 -2.745
16 O -1.220 1.095 -4.094
17 O -2.522 -5.449 -1.011
18 O -5.736 0.488 0.242
19 O -7.233 -0.335 1.738
20 C 6.408 4.200 1.730
21 C -2.902 3.250 0.273
22 C 2.757 0.165 5.775
23 C 4.717 -1.726 -1.485
24 C 0.231 -0.452 -0.408
25 C 3.412 -2.569 2.331
26 C -1.803 -4.293 -0.978
27 C 1.837 -0.778 -4.065
28 C -3.038 0.145 3.947
29 C -5.218 0.132 -1.051
30 C -5.855 -1.240 -1.175
31 C -3.353 -1.386 -4.563
32 C -3.807 3.728 -2.012
33 C -3.561 -0.510 2.708
34 C -3.017 -4.391 0.951
35 C 2.810 -3.810 1.655
36 C 0.869 -1.899 -3.869
37 C -3.498 -5.486 -0.011
38 C -2.777 -1.456 -3.136
39 C 1.822 4.015 2.921
40 C 5.252 3.242 1.458
41 C 1.308 -3.526 1.339
42 C -6.672 -0.342 0.716
43 C -1.100 -0.762 0.276
44 C -3.908 1.339 4.449
45 C 5.555 -1.458 -0.271
46 C -4.455 -0.382 -4.702
47 C 0.095 3.161 -4.229
48 C 3.908 -0.667 6.250
49 C -0.779 2.148 -4.982
50 C -0.078 4.516 4.579
51 C 5.190 -2.952 -2.216
52 C -2.597 3.166 -1.232
53 C 0.433 3.622 3.466
54 C 5.689 1.848 1.142
55 C -1.947 2.780 -5.751
56 C 0.664 -2.808 -5.121
57 C 1.406 -0.542 5.953
58 C 1.284 0.210 0.467
59 H 2.762 -1.287 -4.378
60 H 0.452 -2.232 -6.030
61 H 4.931 4.095 -0.272
62 H 6.240 -2.857 -2.495
63 H -3.866 3.298 -3.012
64 H 0.966 1.238 0.695
65 H -1.847 1.472 -3.431
66 H 7.029 3.879 2.567
67 H 0.730 0.162 5.428
68 H 1.835 5.040 2.534
69 H 0.715 -3.258 -2.312
70 H 0.292 0.350 -2.280
71 H -3.567 -6.490 0.404
72 H -0.109 -1.488 -3.637
73 H -2.357 -0.485 -2.855
74 H -3.747 -2.354 -4.827
75 H 5.636 -2.395 0.300
76 H 2.709 -2.039 -1.657
77 H -4.547 -0.253 -5.755
78 H 0.923 2.686 -3.693
79 H -5.410 0.827 -1.864
80 H 6.369 1.820 0.290
81 H 2.576 3.840 3.668
82 H -3.354 1.840 5.264
83 H 3.419 -3.575 -0.106
84 H -0.149 1.565 -5.625
85 H -1.379 0.303 2.872
86 H 5.103 -0.723 0.394
87 H 0.542 3.876 -4.933
88 H 2.040 -0.217 -3.162
89 H 5.019 -3.897 -1.661
90 H -4.075 0.545 -4.264
91 H 6.592 -1.264 -0.461
92 H -1.657 0.166 0.447
93 H -5.354 -0.773 -4.242
94 H -1.639 -1.315 -0.460
95 H 3.444 -1.779 1.587
96 H -1.818 -0.369 -5.123
97 H -2.032 -2.273 -3.131
98 H 4.655 3.257 2.363
99 H 3.771 -0.884 7.316
100 H 1.325 -1.497 5.413
101 H -3.807 -3.810 1.406
102 H -4.118 0.041 -0.961
103 H -3.624 0.165 1.836
104 H -4.500 -1.053 2.872
105 H 1.315 -0.313 1.436
106 H -0.358 3.835 -3.494
107 H 6.026 5.201 1.787
108 H 4.400 -2.710 2.758
109 H 0.529 -1.416 -0.816
110 H 0.805 -2.997 2.163
111 H -0.198 3.645 2.573
112 H 2.056 3.420 2.062
113 H -3.578 -1.704 -2.444
114 H -2.831 4.290 0.636
115 H 4.824 -0.115 6.113
116 H -4.784 0.896 4.917
117 H -0.978 -1.293 1.218
118 H 4.718 -2.988 -3.211
119 H 1.161 -0.698 7.024
120 H 4.764 -0.882 -2.196
121 H 2.214 1.180 4.151
122 H -1.626 3.618 -6.386
123 H -6.277 -1.521 -2.138
124 H 0.000 5.555 4.210
125 H 7.010 4.178 0.807
126 H 0.693 4.482 5.379
127 H -3.854 2.733 0.433
128 H 1.385 -0.091 -4.812
129 H -0.073 -3.606 -4.922
130 H -2.750 -1.194 2.429
131 H -1.486 1.477 -1.410
132 H -3.718 4.822 -2.118
133 H -4.459 -5.201 -0.453
134 H 2.658 1.055 6.407
135 H 2.821 -4.598 2.447
136 H -2.952 -0.505 4.801
137 H -4.708 3.562 -1.393
138 H 3.934 -1.580 5.684
139 H -2.703 3.188 -5.085
140 H 2.744 -2.190 3.112
141 H 0.770 -4.471 1.115
142 H 4.894 1.131 1.064
143 H -2.152 2.696 0.807
144 H 6.333 1.511 1.962
145 H -1.655 3.720 -1.473
146 H 1.291 -2.933 0.405
147 H 1.617 -3.341 -5.318
148 H -2.411 2.013 -6.372
149 H 2.303 0.304 0.135
150 H -4.281 2.006 3.685
151 H -1.092 4.268 4.946
152 H -0.293 1.872 4.176

Cartesian forces, eV/Å:
0.8 -0.2 0.1
-0.1 0.9 -1.9
-0.6 -0.4 -0.7
1.1 0.5 -0.5
1.5 0.0 -1.5
0.1 -0.1 -0.9
-1.4 0.0 1.4
-1.1 -0.4 0.6
-0.8 1.0 1.6
0.0 -0.6 -0.1
-0.3 -1.5 1.8
1.3 -0.1 -0.6
-0.6 -0.2 -0.2
-0.2 -0.2 -0.2
0.7 -0.1 0.2
-0.5 0.8 0.1
1.6 0.1 -1.4
0.2 1.6 0.5
-0.4 0.4 1.1
0.2 -0.9 -1.5
0.5 0.0 -0.7
-0.4 0.4 -0.6
-0.7 -0.1 0.4
0.2 0.6 0.5
-0.6 0.3 -0.4
-2.6 -0.6 1.9
0.0 -0.3 -1.0
-0.1 2.6 0.5
0.8 -1.3 1.0
-0.5 -0.9 -1.5
1.5 -0.2 0.2
0.5 0.4 0.6
0.8 -0.6 -0.5
-0.1 -0.3 0.4
-1.0 0.0 2.4
-1.4 -1.1 -0.1
-0.3 0.7 0.6
-0.2 -0.5 -0.9
-1.0 0.3 0.2
-0.8 1.1 0.6
0.6 -0.6 -0.8
0.6 -1.1 -2.5
0.7 1.2 0.1
0.6 -1.2 0.6
-0.1 -1.0 1.1
1.0 0.1 0.3
0.5 0.6 -0.2
-0.2 0.4 0.2
-0.3 0.3 1.1
1.0 0.8 -0.1
-0.1 -0.5 -1.1
0.4 0.6 -0.1
0.6 -0.4 -0.2
1.1 0.0 0.5
0.4 -0.2 -0.1
1.2 -0.2 0.6
-0.1 0.5 -1.0
-0.8 0.0 1.6
0.0 0.8 -0.3
-0.4 -0.1 0.4
-0.7 -0.3 0.6
0.2 0.0 0.4
-0.2 -0.1 0.1
-0.2 -0.2 0.0
0.4 -0.2 -0.2
-0.1 0.3 0.0
-0.4 -0.6 0.8
0.0 0.0 0.4
-0.2 0.4 -0.7
-0.1 -0.1 0.3
0.2 0.2 0.2
-0.3 0.1 0.2
0.1 -0.4 0.1
0.0 -0.5 -0.2
-0.4 0.1 0.0
0.0 -0.2 -0.4
-0.7 0.3 -0.8
-0.1 -0.2 -0.2
-0.6 0.2 0.3
-0.3 0.0 -0.4
0.4 0.2 0.4
-0.3 0.1 -0.6
0.2 0.4 -0.4
0.4 0.2 -0.8
0.1 0.2 0.4
0.2 0.0 -0.2
0.0 -0.3 -0.1
0.0 0.1 0.4
0.1 0.6 -0.3
-0.5 0.2 0.1
0.5 0.7 -0.5
0.1 0.0 0.2
-0.4 0.3 0.1
-0.7 -0.6 -0.1
0.2 0.2 -0.1
0.3 0.4 0.1
-0.3 0.6 0.3
-0.3 -0.4 0.2
0.1 -0.1 -0.2
0.3 0.1 0.2
0.0 0.3 -0.1
-0.6 0.1 0.0
-0.3 0.1 0.6
0.2 0.2 -0.1
0.2 0.1 -0.2
-0.7 -0.5 -0.1
-0.1 0.5 0.6
0.2 -0.2 -0.1
0.5 0.3 -0.4
0.2 -0.2 -0.3
-0.6 -0.2 0.2
0.1 -0.6 -0.4
0.1 -0.1 0.1
-0.6 -0.4 -0.1
0.5 0.0 0.0
-0.2 0.0 0.1
0.0 -0.3 -0.2
-0.3 -0.3 0.4
0.0 0.3 -0.7
-0.4 0.0 0.4
1.0 -0.7 0.2
0.1 -0.3 0.1
0.3 0.2 -0.3
-0.6 -0.3 0.2
0.3 0.1 0.3
-0.7 -0.2 -0.1
0.0 0.5 0.3
0.8 -0.4 0.2
0.0 0.6 -0.2
-0.5 -0.5 -0.1
-0.1 0.1 0.1
0.0 -0.4 0.0
0.1 0.0 0.2
0.3 0.2 -0.1
0.1 0.1 -0.8
-0.1 -0.7 0.1
0.2 -0.2 -0.7
0.2 -0.5 -0.2
-0.1 0.0 0.3
0.1 -0.2 0.1
0.3 0.4 0.2
-0.5 0.0 -0.2
0.5 -0.3 0.4
-0.2 -0.1 0.1
-0.8 -0.1 0.2
-0.2 0.0 0.5
-0.3 0.3 0.1
-0.1 0.1 0.0
0.3 -0.4 -0.7
0.4 0.3 -0.3
0.6 0.1 -0.2
0.3 0.4 -0.3